Entry 1:
Computed, not measured: a 2-piece molecular cluster, CH4NO2Si overall in a non-equilibrium geometry, with ωB97M-V/def2-TZVPD.

Geometry as XYZ:
```
9
Properties=species:S:1:pos:R:3:mulliken_charge:R:1
Si -1.415 -0.188 -0.027 0.042
O 2.166 -1.271 -0.001 -0.433
O 2.747 0.936 0.121 -0.472
N 0.037 0.579 -0.249 -0.461
C 2.232 -0.109 0.032 0.710
H 0.118 1.544 0.065 0.123
H -2.123 -0.108 1.303 -0.165
H -2.524 0.248 -0.954 -0.174
H -1.238 -1.631 -0.289 -0.171
```

As for the HOMO energy: -3.39 eV. The gap between HOMO and LUMO is 0.2729 hartree. As for the total charge: -1. Its LUMO energy is 4.0351 eV.


Entry 2:
Computed, not measured: C10H11Cl5IrNO3S as an isolated structure, with ωB97M-V/def2-TZVPD.

Geometry as XYZ:
```
32
Properties=species:S:1:pos:R:3:mulliken_charge:R:1
Ir -0.596 0.277 -0.288 1.134
Cl 3.868 -5.050 1.320 -0.103
Cl -1.335 -1.628 1.299 -0.211
Cl 1.593 -5.649 3.342 -0.060
Cl 3.507 -2.715 -0.720 -0.090
Cl -1.038 -3.992 3.327 -0.113
S -1.861 1.967 1.168 0.021
O 1.091 1.872 -0.500 -0.690
O -0.181 1.411 -2.234 -0.933
O 1.018 -1.264 -0.361 -0.839
N 1.173 2.730 -4.017 -0.229
C 0.826 1.985 -1.699 1.057
C 0.097 -2.584 1.361 0.653
C -2.512 1.153 2.648 -0.911
C 1.419 -4.392 2.240 0.658
C 1.715 2.821 -2.624 -0.566
C 1.128 -2.234 0.425 0.241
C 0.216 -3.616 2.244 -0.358
C -3.397 2.145 0.224 -0.875
C 2.308 -3.072 0.415 0.575
C 2.448 -4.109 1.318 -0.146
H -3.233 0.388 2.367 0.307
H 1.808 2.256 -4.659 0.365
H -1.687 0.711 3.199 0.347
H 1.727 3.849 -2.271 0.300
H 0.942 3.636 -4.421 0.372
H -4.069 2.791 0.786 0.385
H 2.733 2.443 -2.572 0.316
H -2.987 1.916 3.261 0.400
H 0.308 2.155 -3.910 0.327
H -3.868 1.179 0.056 0.336
H -3.159 2.619 -0.726 0.328
```

As for the HOMO energy (spin up / spin down): -14.52 / -15.06 eV. The gap between HOMO and LUMO (spin up / spin down) is 0.3210 / 0.2266 hartree. As for the total charge: +2. Its LUMO energy (spin up / spin down) is -5.7840 / -8.8926 eV. The spin multiplicity is 5.


Entry 3:
Computed, not measured: C15H35ClFeN5O5 as an isolated structure in a non-equilibrium geometry, with ωB97M-V/def2-TZVPD.

Geometry as XYZ:
```
62
Properties=species:S:1:pos:R:3:mulliken_charge:R:1
Fe 0.366 -0.710 -1.195 1.018
Cl 0.980 -2.236 -3.000 -0.587
O 0.846 1.152 -1.945 -0.611
O -0.346 0.511 0.498 -0.030
O -1.584 -0.365 -1.728 -0.646
O -0.266 -2.337 0.088 -0.494
O 2.069 -0.785 -0.170 -0.448
N 3.997 -2.082 0.054 0.206
N 1.703 3.261 -1.463 0.188
N -0.478 -3.132 2.342 0.235
N -3.330 0.720 -2.806 0.173
N -1.806 1.224 2.162 0.228
C 5.472 -2.076 0.007 -0.948
C -0.881 -2.928 1.001 -0.150
C 0.691 -2.564 2.903 -0.805
C -4.542 0.512 -3.574 -0.909
C 1.837 4.603 -1.971 -0.975
C -0.574 1.155 1.518 -0.047
C 3.317 -0.897 -0.030 0.075
C -2.020 1.891 3.416 -0.956
C -2.834 2.155 -2.818 -0.750
C 1.154 2.285 -2.286 -0.004
C -2.670 -0.348 -2.265 0.135
C -2.975 0.658 1.515 -0.663
C -1.318 -3.776 3.324 -1.104
C 3.344 -3.345 -0.174 -0.847
C 1.984 3.129 -0.042 -0.580
H 1.049 -3.170 3.735 0.462
H 5.828 -2.620 0.882 0.337
H 5.847 -1.054 0.061 0.328
H 0.464 -1.640 3.436 0.316
H 2.913 3.569 0.319 0.380
H 2.257 -3.341 -0.104 0.126
H 3.506 -3.646 -1.209 0.365
H -1.887 2.312 -2.301 0.028
H -2.571 2.819 3.264 0.364
H -0.888 -4.775 3.397 0.365
H 3.841 -4.143 0.378 0.357
H 5.857 -2.578 -0.880 0.316
H -4.574 1.029 -4.533 0.302
H 1.849 2.080 0.222 -0.150
H -2.816 2.331 -3.893 0.395
H -2.763 0.253 0.526 -0.089
H 0.857 2.677 -3.271 0.311
H 3.996 -0.039 0.091 0.288
H -4.778 -0.542 -3.723 0.305
H -5.413 0.976 -3.113 0.365
H -3.273 -0.198 2.122 0.332
H -1.892 -3.323 0.815 0.428
H -3.593 2.794 -2.367 0.326
H -1.096 2.084 3.960 0.315
H 1.647 4.624 -3.044 0.314
H -3.264 -1.272 -2.334 0.322
H 1.503 -2.326 2.216 0.039
H -1.274 -3.208 4.254 0.365
H -3.784 1.377 1.393 0.357
H -2.675 1.322 4.076 0.319
H 1.198 3.708 0.442 0.359
H 2.863 4.948 -1.845 0.336
H 0.174 1.785 2.023 0.312
H 1.149 5.310 -1.508 0.340
H -2.393 -3.801 3.148 0.363
```

As for the HOMO energy (spin up / spin down): -10.46 / -9.78 eV. The gap between HOMO and LUMO (spin up / spin down) is 0.3131 / 0.2881 hartree. As for the total charge: +1. Its LUMO energy (spin up / spin down) is -1.9420 / -1.9452 eV. The spin multiplicity is 5.


Entry 4:
Computed, not measured: C8H7O6Sc as an isolated structure in a non-equilibrium geometry, with ωB97M-V/def2-TZVPD.

Geometry as XYZ:
```
22
Properties=species:S:1:pos:R:3:mulliken_charge:R:1
Sc -0.578 0.929 0.630 0.645
O -0.869 1.473 -3.429 -0.114
O -0.263 0.964 2.580 -0.514
O 2.564 2.265 -0.656 -0.083
O 2.014 -1.774 0.514 -0.114
O -1.627 -4.447 -0.654 -0.145
O 1.149 -0.855 -2.067 -0.263
C -1.364 0.936 4.707 -1.020
C 1.540 1.932 -0.235 0.361
C 0.783 -0.394 4.205 -1.023
C -0.295 0.525 3.772 0.889
C -1.508 -3.602 -1.413 0.146
C 0.098 0.891 -3.132 0.262
C 1.169 -0.999 0.604 0.351
C 0.422 0.095 -1.811 0.338
H -1.061 0.658 5.724 0.379
H 0.640 -1.384 3.738 0.300
H 0.760 -0.494 5.297 0.377
H -1.552 2.020 4.673 0.355
H -1.997 1.235 1.397 0.207
H 1.758 -0.007 3.870 0.346
H -2.315 0.425 4.481 0.319
```

As for the HOMO energy: -17.99 eV. The gap between HOMO and LUMO is 0.3112 hartree. As for the total charge: +2. Its LUMO energy is -9.5173 eV.


Entry 5:
Computed, not measured: C35H42AsCl2N2O4Pd as an isolated structure in a non-equilibrium geometry, with ωB97M-V/def2-TZVPD.

Geometry as XYZ:
```
87
Properties=species:S:1:pos:R:3:mulliken_charge:R:1
Pd 1.036 -0.688 0.660 0.488
As -2.270 0.235 0.693 0.621
Cl 0.675 -1.258 -1.694 -0.532
Cl 1.461 -0.423 2.908 -0.628
O 0.747 1.449 0.513 0.560
O 1.372 1.965 -2.614 -0.720
O 1.126 -2.666 0.919 -0.748
O -1.065 -0.964 0.755 0.042
N 0.992 1.107 -4.698 0.243
N 1.003 3.450 1.600 0.338
C 3.979 -1.437 1.597 -1.446
C -2.118 1.068 2.435 0.490
C -2.175 1.243 -0.976 1.116
C -2.422 1.310 -3.388 -0.741
C 0.756 0.002 -5.631 -0.908
C 1.895 -5.161 1.670 -0.331
C 0.358 4.230 0.567 -0.880
C 2.184 -6.498 1.927 -0.572
C -1.251 0.954 4.694 -0.626
C -2.462 2.710 -3.337 -0.463
C 2.165 -3.089 0.310 0.026
C -5.120 -2.865 0.763 -0.616
C 3.583 -0.287 -0.643 -0.072
C -3.916 -2.160 0.856 -0.487
C 3.136 -7.157 1.139 -0.366
C -2.414 2.947 3.928 -0.834
C 1.175 4.042 2.928 -0.734
C -2.229 2.638 -0.923 -0.178
C -2.345 3.377 -2.108 -0.654
C -2.240 0.577 -2.206 -0.772
C 2.549 -4.482 0.623 0.441
C 4.589 0.825 -0.573 -1.498
C -5.043 -0.154 0.038 -0.352
C 1.074 1.032 -3.360 0.568
C -2.642 2.342 2.685 -0.277
C 3.767 -6.496 0.078 -0.553
C 3.175 -1.044 0.407 0.794
C -3.896 -0.803 0.521 0.262
C -6.274 -2.226 0.298 -0.390
C -6.244 -0.873 -0.073 -0.614
C 1.296 2.167 1.398 -0.497
C -1.484 0.351 3.453 -0.794
C 3.465 -5.164 -0.191 -0.354
C 1.041 2.460 -5.228 -0.866
C -1.747 2.238 4.938 -0.430
H -2.361 4.473 -2.058 0.372
H -0.290 -0.037 -5.962 0.276
H 0.567 3.781 -0.410 0.143
H 3.369 -8.196 1.350 0.346
H -2.990 -2.638 1.165 0.431
H -7.211 -2.775 0.223 0.349
H 3.306 -1.714 2.428 0.348
H -3.232 2.852 1.920 0.443
H 4.581 -0.560 1.918 0.417
H 3.048 -0.385 -1.580 0.197
H 1.433 2.434 -6.250 0.348
H 1.143 -4.630 2.253 0.360
H 0.041 2.926 -5.216 0.167
H 1.649 -7.024 2.718 0.367
H 2.048 1.766 2.095 0.221
H -0.727 4.268 0.725 0.264
H 0.747 5.250 0.645 0.443
H 5.637 0.508 -0.628 0.320
H 3.914 -4.612 -1.021 0.385
H -2.170 -0.512 -2.231 0.342
H -2.539 0.788 -4.346 0.392
H 4.445 1.551 -1.381 0.298
H -0.680 0.414 5.458 0.380
H 1.458 5.094 2.815 0.303
H 2.472 -2.654 -0.674 0.471
H -7.142 -0.371 -0.456 0.348
H 0.994 -0.949 -5.155 0.292
H 1.682 3.083 -4.589 0.253
H -2.218 3.140 0.046 -0.228
H 4.672 -2.273 1.365 0.191
H -4.994 0.898 -0.266 0.293
H -1.623 2.680 5.929 0.356
H 0.798 -0.007 -2.951 -0.140
H -2.773 3.967 4.107 0.365
H -5.172 -3.916 1.040 0.379
H -1.123 -0.659 3.253 0.601
H 1.967 3.485 3.445 0.273
H -2.593 3.283 -4.259 0.438
H 4.494 -7.019 -0.546 0.354
H 4.447 1.352 0.375 0.298
H 1.425 0.136 -6.487 0.334
H 0.259 3.982 3.539 0.151
```

As for the HOMO energy (spin up / spin down): -2.06 / -2.95 eV. The gap between HOMO and LUMO (spin up / spin down) is 0.1627 / 0.1953 hartree. As for the total charge: -1. Its LUMO energy (spin up / spin down) is 2.3640 / 2.3636 eV. The spin multiplicity is 3.


Entry 6:
Computed, not measured: a 2-piece molecular cluster, C2H8N2O2 overall in a non-equilibrium geometry, with ωB97M-V/def2-TZVPD.

Geometry as XYZ:
```
14
Properties=species:S:1:pos:R:3:mulliken_charge:R:1
O 1.177 -0.144 1.749 -0.436
O 0.572 -2.194 1.112 -0.410
N -1.006 1.897 -2.231 -0.611
N -0.316 -0.176 -1.043 -0.483
C 0.405 -1.259 1.814 0.201
C -0.568 1.275 -0.985 -0.472
H -1.433 1.367 -0.304 0.367
H 0.256 -0.226 -1.883 0.208
H -1.214 -0.613 -1.188 0.254
H 0.226 1.845 -0.496 0.301
H 0.600 0.602 1.914 0.323
H -0.443 -1.164 2.525 0.296
H -0.260 2.455 -2.616 0.234
H -1.803 2.506 -2.140 0.228
```

As for the HOMO energy: -9.53 eV. The gap between HOMO and LUMO is 0.3736 hartree. As for the SMILES: O=CO.NCN. As for the total charge: 0. Its LUMO energy is 0.6389 eV.


Relative energy (zero: lowest compared OMol25 entry of this formula, charge and spin) readings, ordered: 0.806; 0.312; 3.512; 3.102; 2.569; 1.678 eV